(1)
Computed, not measured: a structure of composition C39H32HfN12O2P, with wB97M-V/def2-TZVPD.

Summary:
Energy relative to the best compared isomer or geometry (same formula, charge and spin) = 0.0 kJ/mol
Kohn-Sham gap = 6.31 eV
Lowest unoccupied orbital energy = -3.6583 eV
Molecular weight = 910.23 Da
Total charge = +1
Highest occupied orbital energy = -9.97 eV
Energy = -73530.841 eV

XYZ file:
```
87
Properties=species:S:1:pos:R:3:lowdin_charge:R:1
Hf -0.041 -0.166 0.578 1.76
O -1.916 3.473 6.573 -0.01
C -2.491 2.436 6.223 -0.68
O -3.537 1.870 6.568 -0.01
C -1.883 1.819 4.926 -0.04
C -0.878 2.469 4.231 0.08
C -0.443 1.969 3.020 -0.20
N -0.974 0.863 2.465 -0.01
C -1.928 0.216 3.158 -0.20
C -2.407 0.662 4.371 0.08
C -2.559 -0.922 2.463 -0.20
C -3.433 -1.781 3.115 0.02
C -4.201 -2.652 2.367 -0.01
C -4.103 -2.603 0.985 -0.03
C -3.157 -1.775 0.419 -0.12
N -2.339 -0.986 1.133 0.03
C 0.566 2.686 2.216 -0.22
C 1.362 3.683 2.765 0.02
C 2.199 4.402 1.933 -0.02
C 2.188 4.128 0.574 -0.03
C 1.396 3.092 0.123 -0.12
N 0.623 2.351 0.921 0.05
H -0.499 3.384 4.666 0.12
H -3.229 0.194 4.895 0.12
H -3.525 -1.741 4.190 0.13
H -4.892 -3.328 2.853 0.13
H -4.736 -3.206 0.350 0.12
H -3.055 -1.720 -0.651 0.09
H 1.323 3.892 3.823 0.13
H 2.836 5.178 2.337 0.12
H 2.790 4.694 -0.123 0.11
H 1.353 2.857 -0.933 0.09
C -1.255 -1.816 -5.068 -0.03
N -1.209 -1.916 -3.612 -0.13
C -1.328 -3.076 -2.898 -0.03
C -1.133 -2.747 -1.593 -0.15
N -0.916 -1.395 -1.488 -0.03
C -0.944 -0.930 -2.730 -0.49
P -0.531 0.771 -3.212 1.20
C -1.562 1.558 -1.942 -0.45
N -1.479 1.333 -0.641 -0.04
C -2.453 2.100 -0.049 -0.10
C -3.124 2.788 -1.011 -0.02
N -2.549 2.443 -2.205 -0.11
C -2.965 2.925 -3.520 -0.01
C 1.071 0.884 -2.341 -0.47
N 1.345 0.445 -1.115 -0.07
C 2.701 0.556 -0.935 -0.09
C 3.245 1.074 -2.067 -0.01
N 2.212 1.280 -2.940 -0.10
C 2.377 1.760 -4.309 0.00
H -0.920 -2.760 -5.489 0.10
H -0.575 -1.038 -5.399 0.06
H -2.268 -1.605 -5.406 0.10
H -1.531 -4.022 -3.371 0.14
H -1.128 -3.395 -0.735 0.12
H -2.602 2.120 1.017 0.11
H -3.940 3.486 -0.947 0.13
H -3.737 3.675 -3.379 0.10
H -3.368 2.111 -4.118 0.09
H -2.125 3.377 -4.042 0.09
H 3.185 0.224 -0.029 0.11
H 4.266 1.297 -2.325 0.14
H 3.281 1.322 -4.724 0.10
H 2.453 2.846 -4.323 0.10
H 1.533 1.440 -4.911 0.06
C 1.492 -0.388 2.292 -0.21
C 2.432 -1.481 1.952 -0.32
C 1.661 -2.658 1.455 -0.23
C 2.459 -3.664 0.615 -0.15
C 3.953 -3.626 0.768 -0.04
C 4.536 -2.585 1.360 -0.06
C 3.764 -1.445 1.875 -0.06
H 2.017 0.511 2.623 0.06
H 0.869 -0.726 3.135 0.07
H 0.965 -3.049 2.204 0.15
H 2.072 -4.681 0.672 0.16
H 4.527 -4.461 0.393 0.11
H 5.613 -2.564 1.472 0.11
H 4.300 -0.561 2.205 0.11
N 1.002 -2.138 0.208 -0.03
C 1.828 -2.901 -0.542 -0.22
C 2.155 -3.057 -1.874 -0.17
C 3.055 -4.128 -2.185 -0.21
N 3.762 -5.002 -2.432 0.17
C 1.721 -2.290 -2.985 -0.16
N 1.380 -1.659 -3.890 0.20
```

***

(2)
Computed, not measured: the molecule C3H8N2S2, with wB97M-V/def2-TZVPD.

Summary:
Energy relative to the best compared isomer or geometry (same formula, charge and spin) = 273.3 kJ/mol
Kohn-Sham gap = 9.12 eV
SMILES = C[C@]1(S)NNCS1
Lowest unoccupied orbital energy = 0.6056 eV
Molecular weight = 136.25 Da
Total charge = 0
Highest occupied orbital energy = -8.52 eV
Energy = -27888.864 eV

XYZ file:
```
15
Properties=species:S:1:pos:R:3:nbo_charge:R:1
C -0.674 -1.424 1.522 -0.16
C -0.105 0.566 -0.350 -0.07
C -0.589 0.654 -1.798 -0.64
N 0.606 -1.226 1.086 -0.43
N 0.649 -0.630 -0.188 -0.48
S -1.451 0.512 0.890 -0.01
S 0.844 2.237 -0.138 -0.12
H -1.238 -2.210 0.998 0.21
H -0.763 -1.600 2.524 0.20
H -1.340 1.400 -1.793 0.22
H -1.101 -0.223 -2.134 0.23
H 0.289 0.968 -2.410 0.22
H 1.212 -0.671 1.691 0.35
H 1.595 -0.298 -0.187 0.36
H 2.066 1.945 0.287 0.11
```

***

(3)
Computed, not measured: a cluster of 2 separate species, C2H3NO3 in total, with wB97M-V/def2-TZVPD.

Summary:
Energy relative to the best compared isomer or geometry (same formula, charge and spin) = 495.0 kJ/mol
Kohn-Sham gap = 9.76 eV
SMILES = C=C=O.O=NO
Lowest unoccupied orbital energy = 0.1752 eV
Molecular weight = 89.05 Da
Total charge = 0
Highest occupied orbital energy = -9.58 eV
Energy = -9750.959 eV

XYZ file:
```
9
Properties=species:S:1:pos:R:3:nbo_charge:R:1
C 1.217 -0.373 1.498 -0.77
C 1.431 -0.195 0.224 0.73
N -1.463 0.692 -0.679 0.34
O -2.378 0.761 0.072 -0.27
O -1.612 -0.234 -1.721 -0.55
O 1.462 -0.059 -0.935 -0.49
H 1.559 -1.015 2.193 0.26
H 0.634 0.472 1.684 0.26
H -0.850 -0.048 -2.337 0.49
```

***

(4)
Computed, not measured: a structure of composition C3H9N3O, with wB97M-V/def2-TZVPD.

Summary:
Energy relative to the best compared isomer or geometry (same formula, charge and spin) = 305.4 kJ/mol
Kohn-Sham gap = 8.57 eV
Lowest unoccupied orbital energy = 0.8402 eV
Molecular weight = 103.12 Da
Total charge = 0
Highest occupied orbital energy = -7.73 eV
Energy = -9772.374 eV

XYZ file:
```
16
Properties=species:S:1:pos:R:3:nbo_charge:R:1
C 0.873 2.317 -1.080 -0.42
C -0.536 -2.548 0.380 -0.41
N -0.119 1.027 0.626 -0.47
N 0.683 0.993 -0.546 -0.55
N -0.062 -1.183 0.173 -0.67
C -0.628 -0.167 1.030 0.75
O -1.624 -0.346 1.705 -0.64
H -0.725 1.826 0.798 0.39
H 0.267 -0.193 -0.983 0.41
H 0.957 -1.097 0.203 0.41
H -0.057 2.844 -1.347 0.16
H 1.508 2.239 -1.960 0.21
H 1.405 2.944 -0.352 0.19
H -0.090 -3.201 -0.366 0.20
H -0.229 -2.912 1.362 0.20
H -1.623 -2.543 0.358 0.23
```

***

(5)
Computed, not measured: the molecule C3H4N2OS, with wB97M-V/def2-TZVPD.

Summary:
Energy relative to the best compared isomer or geometry (same formula, charge and spin) = 407.6 kJ/mol
Kohn-Sham gap = 8.04 eV
Lowest unoccupied orbital energy = -0.9802 eV
Molecular weight = 116.14 Da
Total charge = 0
Highest occupied orbital energy = -9.02 eV
Energy = -19034.824 eV

XYZ file:
```
11
Properties=species:S:1:pos:R:3:nbo_charge:R:1
C 1.706 -0.271 -1.009 -0.35
C 0.450 -0.732 -0.673 0.06
C -0.804 0.020 -0.197 -0.66
N 0.376 -2.138 -0.697 -0.13
N 1.357 -2.803 -0.868 -0.23
O 3.076 -2.250 -2.767 -0.89
S 2.905 -1.909 -1.383 1.24
H 2.116 0.678 -1.158 0.22
H -1.171 0.842 -0.887 0.24
H -0.560 0.366 0.850 0.24
H -1.609 -0.747 -0.124 0.24
```

***

(6)
Computed, not measured: the molecule C4H7NO2, with wB97M-V/def2-TZVPD.

Summary:
Energy relative to the best compared isomer or geometry (same formula, charge and spin) = 316.5 kJ/mol
Kohn-Sham gap = 9.51 eV
Lowest unoccupied orbital energy = 0.6833 eV
Molecular weight = 101.10 Da
Total charge = 0
Highest occupied orbital energy = -8.83 eV
Energy = -9844.000 eV

XYZ file:
```
14
Properties=species:S:1:pos:R:3:nbo_charge:R:1
C -0.091 -2.383 0.416 -0.41
C 0.164 -0.662 -1.229 0.32
N 0.046 -0.977 0.061 -0.65
O 0.371 0.648 -1.472 -0.51
C 0.590 1.608 -0.443 -0.21
C -0.715 2.082 0.164 0.41
O -0.839 2.366 1.330 -0.51
H 0.424 -2.966 -0.348 0.23
H 0.376 -2.569 1.387 0.20
H -1.139 -2.693 0.453 0.20
H 0.033 -0.317 0.836 0.38
H 1.265 1.248 0.343 0.20
H 1.071 2.457 -0.941 0.23
H -1.555 2.159 -0.556 0.12
```